#w
ORCA calculation (wB97M-V/def2-TZVPD) on an isolated molecule of C5H14N2O.

Summary:
**SMILES**: NCCNCCCO
**Lowest unoccupied orbital energy**: 1.0 eV
**Kohn-Sham gap**: 9.421 eV
**E_HOMO**: -0.308 hartree

Cartesian coordinates (Å):
H  -3.5804  -1.0230  1.4849
H  -3.2109  -0.2726  2.8872
N  -0.2700  0.0026  0.0547
H  -1.6043  1.1252  1.7820
H  2.1056  0.1931  -2.3658
C  2.7562  0.2620  -0.2818
H  4.4012  -0.7849  -0.5542
C  1.7295  0.4067  -1.3606
C  0.5040  -0.4794  -1.0959
H  -1.9209  0.7468  -0.9179
H  0.8879  -1.4778  -0.8876
H  2.2565  0.2102  0.6905
C  -2.3504  0.5968  1.1928
H  -3.1560  1.2828  0.9239
N  -2.8486  -0.5288  1.9747
H  1.3831  1.4371  -1.4540
O  3.4674  -0.9902  -0.4446
H  -0.1563  -0.4863  -1.9504
H  3.4879  1.0706  -0.1861
C  -1.7054  0.0714  -0.0948
H  0.0073  -0.4631  0.9047
H  -2.1835  -0.8992  -0.3018

Atom charges from the natural (NBO) analysis, given in e for atoms 1 to 2: atom 1 (H): 0.35, atom 2 (H): 0.36

#x
ORCA calculation (wB97M-V/def2-TZVPD) on an isolated molecule of C5H14N2O.

Summary:
**SMILES**: CCN(O)[C@H](C)NC
**Lowest unoccupied orbital energy**: 0.9 eV
**Kohn-Sham gap**: 9.465 eV
**E_HOMO**: -0.316 hartree

Cartesian coordinates (Å):
C  1.5722  -0.7749  -0.2537
H  -3.3256  -1.6583  0.1659
H  -2.2952  -1.5290  -1.2669
H  0.3817  2.2449  -0.3651
H  -2.1036  0.0646  1.1732
H  -0.5573  0.1357  -1.2836
N  0.3484  -0.4746  0.4633
H  2.0118  1.0201  -1.3935
C  -0.5461  1.8512  0.0363
N  -1.9911  -0.0728  0.1733
H  3.4251  0.0484  -0.9791
H  2.1339  -1.4635  0.3866
C  2.4663  0.4108  -0.6163
C  -2.3169  -1.4398  -0.1803
H  2.6347  1.0247  0.2654
H  1.2732  -1.3183  -1.1536
O  0.6466  0.0491  1.7629
H  0.4899  -0.6828  2.3743
H  -1.3859  2.3473  -0.4408
H  -1.6249  -2.1811  0.2406
H  -0.5747  2.0506  1.1040
C  -0.6623  0.3475  -0.2131

Atom charges from the natural (NBO) analysis, given in e for atoms 1 to 2: atom 1 (C): -0.22, atom 2 (H): 0.20

#y
ORCA calculation (wB97M-V/def2-TZVPD) on a structure of composition C5H14N2O.

Summary:
**Lowest unoccupied orbital energy**: 0.8 eV
**Kohn-Sham gap**: 9.499 eV
**E_HOMO**: -0.319 hartree

Cartesian coordinates (Å):
H  3.0178  0.1952  -0.5083
H  -0.5501  -2.0297  0.9594
C  1.0426  1.9234  -0.7222
C  -0.6828  -1.2826  0.1664
H  -2.8590  -1.5356  0.4092
H  -3.1561  1.3067  0.1437
H  0.2905  2.6863  -0.9326
C  -2.1095  -0.7389  0.4506
H  1.9589  -1.6373  1.2727
N  0.5213  0.5684  -0.8816
H  -0.4528  0.7190  -1.1057
C  1.8043  -1.0142  0.3925
H  -2.7358  -0.1011  -0.5081
H  1.8921  2.0981  -1.3954
H  -2.0205  -0.4826  1.5019
H  1.4236  2.0751  0.2950
H  1.8515  -1.6453  -0.5045
H  0.2565  0.2997  1.2043
H  -0.6524  -1.7965  -0.7973
C  0.4748  -0.3015  0.2983
O  2.9557  -0.1688  0.3701
N  -2.2706  0.8624  -0.1083

Atom charges from the natural (NBO) analysis, given in e for atoms 1 to 2: atom 1 (H): 0.47, atom 2 (H): 0.22

#z
ORCA calculation (wB97M-V/def2-TZVPD) on an isolated molecule of C5H14N2O.

Summary:
**SMILES**: CNC[C@H](N)CCO
**Lowest unoccupied orbital energy**: 1.0 eV
**Kohn-Sham gap**: 9.047 eV
**E_HOMO**: -0.297 hartree

Cartesian coordinates (Å):
H  0.0458  -0.1928  2.7471
C  0.1556  0.8444  0.1623
H  -1.8590  -0.0465  0.5024
C  0.0081  0.4517  -1.3099
H  -1.0665  0.4321  -1.5398
H  2.0756  0.2614  -2.5081
H  -2.2982  -1.7349  2.2612
H  -0.7587  -2.3878  2.9967
H  0.3078  1.3118  -1.9253
C  0.6662  -0.8482  -1.7650
H  1.0013  2.6770  -0.2710
C  -1.0351  0.4065  1.0617
H  -0.9979  -2.4303  1.2558
H  -1.4676  1.2540  1.6073
O  1.8313  -0.6401  -2.6229
H  1.0509  0.4294  0.6265
H  0.0292  -1.3659  -2.4873
C  -1.2240  -1.8672  2.1655
N  -0.6027  -0.5509  2.0716
N  0.2682  2.3227  0.3163
H  -0.5892  2.7169  -0.0411
H  0.9982  -1.4403  -0.9110

Atom charges from the natural (NBO) analysis, given in e for atoms 1 to 2: atom 1 (H): 0.38, atom 2 (C): -0.07

Most stable: #w (next structure +62.1 kJ/mol)